Entry 1:
Entry from the Open Molecules 2025 dataset: the molecule C5H7Br2NO at a distorted geometry (ωB97M-V with the def2-TZVPD basis set).

Values from the calculation:
* SMILES string: C[C@@H](O)[C@@](Br)(C#N)CBr
* LUMO level: -0.07 eV
* M: 256.9 g mol⁻¹
* HOMO level: -10.40 eV
* multiplicity: 1

Last column: Mulliken charge in e.
Atoms and positions in Å:
C: 0.67661 -0.84771 -2.08047  0.0441
C: -0.94028 -0.24236 0.46633  -1.4249
C: 1.32686 1.03660 -1.08626  -1.2373
C: 0.42189 -0.88642 0.34714  0.1678
C: 1.26845 -0.36910 -0.81973  0.7611
N: 0.11803 -1.11140 -3.05199  -0.4462
O: 0.31487 -2.25857 0.22783  -0.5681
Br: 2.17926 2.07199 0.51006  -0.1676
Br: 3.04146 -1.15788 -0.60462  0.0151
H: -1.36415 -0.42208 -0.44902  0.4658
H: -1.60175 -0.56758 1.34016  0.3524
H: -0.79030 0.84246 0.81154  0.2588
H: 0.41605 1.56988 -1.19226  0.4764
H: 1.91744 1.34249 -1.90838  0.5381
H: 0.86503 -0.70178 1.37181  0.4238
H: 0.51366 -2.91379 0.91536  0.3408

Entry 2:
Entry from the Open Molecules 2025 dataset: a cluster of 2 separate species, C5H7Br2P in total at a distorted geometry (ωB97M-V with the def2-TZVPD basis set).

Values from the calculation:
* SMILES string: CC#CP(Br)Br.C=C
* LUMO level: -0.23 eV
* M: 257.9 g mol⁻¹
* HOMO level: -9.29 eV
* multiplicity: 1

Last column: Mulliken charge in e.
Atoms and positions in Å:
C: 2.07788 -1.47398 0.55429  -0.6296
C: 1.04590 -1.11200 -0.17858  -0.3389
C: -1.31609 0.99460 -0.61141  0.9746
C: -0.96413 0.90316 0.53952  -0.3643
C: -1.72150 1.12636 -1.97915  -1.2891
P: -0.88507 0.95811 2.36542  0.0403
Br: 1.33706 1.67827 2.42415  -0.1770
Br: -0.58067 -1.11260 2.93830  -0.1109
H: 2.05248 -1.82421 1.60778  0.1307
H: 3.15976 -1.37092 0.40849  0.2383
H: 1.14574 -0.67747 -1.12879  0.1833
H: 0.06065 -1.43176 0.06883  0.4094
H: -1.48673 0.21639 -2.42494  0.3404
H: -1.09977 1.94714 -2.43761  0.2837
H: -2.82548 1.17891 -2.14630  0.3091

Entry 3:
Entry from the Open Molecules 2025 dataset: a cluster of 2 separate species, C5H7BrF8NOS in total (ωB97M-V with the def2-TZVPD basis set).

Values from the calculation:
* total charge: +1
* LUMO level: -5.58 eV
* M: 361.1 g mol⁻¹
* HOMO level: -14.16 eV
* multiplicity: 1

Last column: Mulliken charge in e.
Atoms and positions in Å:
N: -3.56896 0.49487 -1.43321  -0.3301
S: -4.93344 -0.38915 -1.16622  0.2843
Br: -6.50016 0.83741 -1.91766  0.1500
H: -3.31578 0.49236 -2.42683  0.3417
H: -2.82031 0.02902 -0.89682  0.2972
H: -4.86490 -1.34182 -2.11550  0.2850
C: 1.18343 1.37900 0.43816  -0.9276
C: -0.02615 0.53667 0.01328  1.0454
C: -0.66986 -0.36253 1.07042  0.0812
F: 0.16376 -1.32826 1.45939  -0.1894
F: -1.77677 -0.97064 0.50140  -0.3319
F: 0.23711 -0.18531 -1.09297  -0.2926
F: -1.02073 1.42904 -0.32163  -0.3399
O: 2.44323 0.88632 0.07981  -0.3831
C: 3.17582 0.06532 0.89741  0.7875
C: 3.51166 -1.25777 0.19162  0.1811
F: 2.36464 -1.89674 -0.13773  -0.2266
F: 4.21253 -2.03059 1.04569  -0.2431
F: 2.56064 -0.15579 2.07777  -0.2846
F: 4.35399 0.67353 1.14722  -0.2865
H: 1.07840 2.30115 -0.13101  0.4419
H: 1.12561 1.63751 1.49641  0.3603
H: -1.01052 0.21910 1.92978  0.3132
H: 4.09676 -1.06271 -0.70879  0.2667

Entry 4:
Entry from the Open Molecules 2025 dataset: the molecule C5H7BrN2 at a distorted geometry (ωB97M-V with the def2-TZVPD basis set).

Values from the calculation:
* LUMO level (spin up / spin down): -0.23 / -0.16 eV
* M: 175.0 g mol⁻¹
* HOMO level (spin up / spin down): -8.02 / -8.15 eV
* multiplicity: 1

Last column: Mulliken charge in e.
Atoms and positions in Å:
C: -1.00229 -1.59211 -0.06134  -0.0967
C: 1.40628 -0.65350 0.31779  -0.1837
C: -1.71992 -0.48194 0.11649  -0.2408
C: 0.50474 -1.80686 0.13869  -0.2576
C: -0.30945 2.39493 -0.17836  -0.6707
N: 1.22002 0.66022 0.29071  -0.4801
N: 0.04259 1.23812 0.53953  -0.0767
Br: -3.48658 0.00269 -0.08270  -0.0878
H: -1.35897 -2.50887 -0.46576  0.3710
H: 2.37784 -1.03610 0.40178  0.3701
H: 0.85696 -2.43595 0.90967  0.3117
H: 0.80905 -2.41928 -0.88105  0.2228
H: 0.07806 3.33510 0.24228  0.2822
H: -0.03856 2.41794 -1.17651  0.3494
H: -1.46048 2.40862 -0.25926  0.1870

Entry 5:
Entry from the Open Molecules 2025 dataset: a cluster of 2 separate species, C5H7BrNOS in total at a distorted geometry (ωB97M-V with the def2-TZVPD basis set).

Values from the calculation:
* total charge: +1
* LUMO level (spin up / spin down): -6.96 / -6.97 eV
* M: 209.1 g mol⁻¹
* HOMO level (spin up / spin down): -13.88 / -13.88 eV
* multiplicity: 1

Last column: Mulliken charge in e.
Atoms and positions in Å:
C: -2.14206 1.44548 -0.65759  -0.0723
C: -1.23016 1.21632 0.38300  -0.0761
C: -0.25248 0.39824 -0.13794  0.4468
C: 0.34218 -1.15087 -1.96411  -0.6877
C: 1.67020 -0.40907 2.12582  -0.4433
N: -0.39028 -0.12533 -1.30375  0.0161
O: 1.59731 -0.67782 0.88323  -0.3236
S: -1.80799 0.59682 -2.04627  0.0970
Br: -1.40452 2.05893 2.03427  -0.0414
H: -3.03071 2.09718 -0.53404  0.3858
H: 0.92251 -0.87503 -2.84882  0.3143
H: 1.08104 -1.57002 -1.20941  0.3341
H: -0.38494 -1.92577 -2.38426  0.2781
H: 1.92967 -1.33136 2.83238  0.2840
H: 0.68803 -0.21177 2.49703  0.2240
H: 2.41220 0.46408 2.33046  0.2640

Entry 6:
Entry from the Open Molecules 2025 dataset: a cluster of 2 separate species, C5H7BrO2 in total at a distorted geometry (ωB97M-V with the def2-TZVPD basis set).

Values from the calculation:
* LUMO level (spin up / spin down): 0.69 / -2.20 eV
* M: 179.0 g mol⁻¹
* HOMO level (spin up / spin down): -5.54 / -10.44 eV
* multiplicity: 3

Last column: Mulliken spin population.
Atoms and positions in Å:
C: 0.83241 1.79078 0.55192  0.0082
C: -1.73824 -1.81127 1.09391  0.0134
C: -1.33160 -1.53620 -0.30872  0.8530
C: -2.33444 -0.83800 0.15604  0.8426
C: 2.20977 0.69828 -1.12923  0.0014
O: 1.70960 2.14371 1.34394  0.0005
O: 0.97466 1.05977 -0.52893  0.0082
Br: -3.71177 0.37703 -0.18921  0.1010
H: -2.37645 -2.77246 1.40014  0.0998
H: -1.15698 -1.38532 1.82097  0.0769
H: -0.20469 1.93580 0.60593  -0.0027
H: -0.79064 -1.83862 -1.10629  -0.0004
H: 2.16970 0.78805 -2.15315  0.0010
H: 2.68750 -0.14965 -0.72766  -0.0023
H: 3.06116 1.53810 -0.82967  -0.0008

Entry 7:
Entry from the Open Molecules 2025 dataset: the molecule C5H7Cl at a distorted geometry (ωB97M-V with the def2-TZVPD basis set).

Values from the calculation:
* SMILES string: C=C/C=C\CCl
* LUMO level: 0.48 eV
* M: 102.6 g mol⁻¹
* HOMO level: -9.07 eV
* multiplicity: 1

Last column: Mulliken charge in e.
Atoms and positions in Å:
C: -1.34993 -0.38047 -0.33771  -0.5561
C: -0.23858 -0.40304 -1.29967  -0.1543
C: 1.01850 -0.54245 -0.93492  -0.0304
C: 1.36623 -0.79073 0.45865  -0.0432
C: 2.61094 -0.77731 0.95418  -0.9130
H: -2.35491 -0.49185 -0.74204  0.3380
H: -0.98756 -1.15821 0.38193  0.2875
H: -0.27353 -0.24828 -2.40478  0.2815
H: 1.85110 -0.50175 -1.71939  0.2472
H: 0.52569 -0.75513 1.06894  0.2473
H: 3.56300 -0.64141 0.36005  0.2279
H: 2.78040 -0.77824 2.01879  0.2668
Cl: -1.50277 1.29053 0.47020  -0.1993

Entry 8:
Entry from the Open Molecules 2025 dataset: the molecule C5H7Cl2O2P at a distorted geometry (ωB97M-V with the def2-TZVPD basis set).

Values from the calculation:
* LUMO level (spin up / spin down): 0.51 / -4.97 eV
* M: 201.0 g mol⁻¹
* HOMO level (spin up / spin down): -7.57 / -10.38 eV
* multiplicity: 3

Last column: Mulliken spin population.
Atoms and positions in Å:
C: 1.05085 -1.41578 -0.09263  0.2458
C: -0.26391 -1.32856 0.02770  0.0451
C: -0.94818 0.00051 0.13770  0.5786
C: -1.73195 0.48758 -0.95838  0.0450
C: -0.65844 0.77876 1.29990  0.0524
O: 3.28917 -0.33368 -1.17758  0.1535
O: 1.12416 1.08045 -1.05136  0.6128
P: 2.07657 0.07488 -0.46421  -0.0259
Cl: -1.26807 -2.76006 -0.01088  0.0791
Cl: 2.63366 0.64860 1.40088  0.0280
H: 1.76796 -2.29655 -0.19737  0.0292
H: -0.82718 1.25449 -1.12501  0.0666
H: -2.58611 1.03745 -0.77305  0.0239
H: -1.90126 -0.16938 -1.75631  0.0107
H: 0.42150 0.81194 1.30706  0.0197
H: -0.97937 0.35793 2.21090  0.0311
H: -1.19940 1.77141 1.22264  0.0045